Molecular formula: C47H70N6O7PW
Method: DFT, the ωB97M-V functional and the def2-TZVPD basis

Structure (XYZ):
```
132
Properties=species:S:1:pos:R:3:mulliken_charge:R:1
C -3.90330 -1.55563 1.97534 2.52
H -1.17347 1.22261 -4.10935 0.15
H -4.16483 -2.73283 0.18829 0.57
C 3.51558 -4.20142 -5.43524 -1.69
C -2.70082 -4.50878 5.94735 -2.05
H -3.43436 2.58558 -4.22201 0.41
H 4.25367 -0.36029 -0.39268 0.59
C -1.36862 -4.52327 5.19415 1.86
C -2.59967 -2.26389 2.33475 -0.64
H 1.10039 -3.96107 0.79011 0.57
N 1.27390 -1.99328 0.05979 0.26
N -3.86417 3.47477 -2.39347 0.27
H 5.47207 -1.77189 -3.91550 0.31
H 2.49391 1.91124 1.66118 0.27
C -0.29568 1.83108 -3.87497 -1.50
C 0.75452 -2.66472 -1.18853 -1.00
H -5.14983 -3.26692 2.51233 0.42
C 0.55883 0.93829 -6.00872 -1.85
H 4.96058 -3.33509 -3.24236 0.32
H -3.99218 -0.46749 -2.24209 0.60
H -4.63004 4.25493 -0.61456 0.36
N 2.42590 0.65996 -0.05212 -0.15
C 1.00741 -2.94708 1.18437 -1.90
H -2.97483 0.42834 1.95293 0.18
C -4.13827 -1.67598 0.45909 -1.58
H -5.13939 0.83221 -3.87393 0.40
C -3.77147 -0.10694 2.47946 -1.87
H 4.07165 1.36228 1.08717 0.52
C 1.35947 -0.10472 -3.88538 0.13
H -5.16747 -1.95743 3.71607 0.45
O -0.51437 4.37534 4.84460 -0.48
H 1.43669 0.81274 -6.64000 0.48
P -2.71930 1.28779 -1.05564 1.82
H -4.75578 0.74522 0.26390 -0.01
H -0.00260 1.78395 -6.40729 0.48
C -4.33372 1.66220 -0.13249 -1.16
H -4.09841 2.31171 0.71306 0.72
H 3.13620 -1.84908 1.02662 0.89
H 2.73141 -0.31533 -5.47857 0.57
O 0.13580 -0.17469 -1.67344 0.06
C -2.63024 3.03662 -1.76829 -1.65
C -1.43826 -3.76495 3.88218 -0.28
H -6.66207 2.00249 -2.50622 0.36
H -2.59928 -5.09828 6.85710 0.44
H -3.34912 -1.20111 -0.12556 -0.25
C 1.28934 -2.04118 -2.43581 0.12
H -3.52469 -0.12557 3.54190 0.47
C 5.15467 -2.78623 -4.16608 -1.53
O 0.10694 4.24140 -0.43840 -0.58
H -5.80610 4.09920 -1.92266 0.35
C -0.40109 3.92742 2.48393 -0.74
H -0.26895 1.83861 5.15673 0.65
H 2.35316 2.72564 -0.60956 0.43
H 1.04574 -3.71492 -1.17751 0.87
C 2.68723 1.77094 -1.00518 -1.62
C 2.33194 -0.81021 -4.60723 -0.85
H 3.76089 1.84056 -1.19183 0.60
C -0.32759 2.16737 4.12726 -0.98
H 0.68556 -3.88484 5.60761 0.34
C 0.89387 -0.72340 -2.70884 0.03
C 3.03449 1.06131 1.24493 -1.00
H 2.17379 1.56932 -1.93640 0.43
H -6.12379 0.51843 -1.67119 0.38
C -1.40012 -2.07420 1.61991 0.58
O 0.85246 -0.42443 1.99382 -0.69
H -2.98149 -3.49511 6.23922 0.40
H -0.44941 2.83484 -4.27536 0.93
H -0.89986 -6.50862 5.89443 0.49
C -2.57149 -3.07824 3.45529 -0.58
O 0.03651 2.00725 -0.55256 1.43
H 1.77960 -2.83147 1.93906 0.74
H -2.41896 3.71144 -0.93843 0.83
C -5.12879 -2.18618 2.65174 -2.22
W 0.13638 0.03927 0.16970 1.27
H -1.68851 -6.49137 4.31424 0.38
H -0.38839 4.96859 2.18549 0.58
C -0.95660 -5.98206 4.94257 -1.65
H 0.55782 -4.26188 3.28568 0.64
H -5.10750 -1.25058 0.19358 0.52
C -5.82194 1.50697 -2.01859 -0.90
C 0.93401 1.22243 -4.53892 2.43
C -0.05079 3.16728 0.06432 -0.03
C 3.18954 -0.49655 -0.60256 -1.26
H 2.56170 -4.22590 -5.96385 0.38
H -4.71438 0.43031 2.37331 0.55
H 3.01266 0.24567 1.95974 0.28
C 2.79624 -2.08101 -4.30599 -0.14
H 5.03282 -2.55977 -6.90684 0.46
C -0.30217 -3.83650 6.06703 -1.51
C -0.32994 -3.68705 3.05068 -0.52
H 0.01990 -6.05353 4.46312 0.31
H -0.33554 -2.60942 -1.14942 -0.01
C -4.25847 2.71158 -3.51912 -0.77
H 5.97731 -3.27879 -4.68408 0.46
N -5.34390 2.30768 -0.95224 0.29
H 1.92505 2.97318 -5.33456 0.58
H -0.05474 0.04019 -6.09560 0.36
C 0.29536 -0.13525 3.17674 0.04
H -1.81976 3.13450 -2.48315 0.22
H -6.03338 -1.77745 2.20109 0.44
C -0.22285 1.27949 3.09424 0.14
O -1.22531 -1.06320 0.67132 0.94
C 2.75513 -1.80852 0.00891 -1.23
H -0.16729 1.89756 -2.80049 -0.43
O 0.30081 -0.81754 4.14821 -0.49
H -5.09519 3.19157 -4.02823 0.37
C -4.95229 3.62198 -1.43950 -0.96
C 3.91480 -2.76127 -5.07893 1.81
N -0.29007 1.64670 1.80524 0.59
H 3.40023 -1.91242 -7.01997 0.43
H 2.06773 2.85141 -3.59582 0.29
C -0.44824 3.54016 3.83542 0.45
N -4.72662 1.31890 -3.07503 0.20
C 4.26726 -2.00776 -6.36420 -2.00
H 3.04961 1.81094 -4.63832 0.30
H 3.44423 -4.83820 -4.55300 0.34
C -0.32668 2.95046 1.52520 -0.62
H 3.06840 -0.50920 -1.68221 0.53
C -0.29957 -2.87432 1.93232 0.30
H 3.22025 -2.62554 -0.54616 0.38
H 4.27182 -4.63692 -6.08681 0.48
H 2.47211 -3.73057 -2.95667 0.54
H -3.47333 -3.16288 4.03861 0.73
H 4.67433 -1.01844 -6.14861 0.36
H -0.54882 -2.78577 6.22446 0.28
H -0.25602 -4.33317 7.03568 0.50
H -3.50223 -4.95293 5.35450 0.43
H -0.52124 5.30901 4.59357 0.36
C -3.59604 0.50593 -2.53856 -1.58
H -2.87690 0.33634 -3.33932 0.58
C 2.06799 2.26803 -4.51569 -1.86
C 2.20632 -2.71205 -3.21125 -0.75
```

Results
**LUMO level**: -0.3581 Eh
**Energy relative to the best compared isomer or geometry (same formula, charge and spin)**: 60.6 kcal per mole
**Charge**: +3